Record 1
59
Properties=species:S:1:pos:R:3:forces:R:3 method="wB97M-V/def2-TZVPD" gap_ev=9.18 lumo_energy_ha=0.016 e_homo_ev=-8.76 de_lowest_ev=1.0453 smiles="COc1ccccc1OCCNC(=O)c1cccc(S(=O)(=O)N2C[C@@H](C)O[C@@H](C)C2)c1" max_force_ev_per_a=1.09
S 4.002 1.157 -0.630 -0.012 -0.385 0.027
O 1.685 -2.586 -0.193 -0.175 -0.133 0.055
O 4.130 1.540 -2.000 -0.395 0.085 -0.047
O 5.162 1.147 0.210 -0.235 0.015 0.289
O -0.744 3.828 -1.815 0.125 0.111 -0.330
O -3.929 1.238 0.855 0.046 -0.543 0.145
O -1.646 -0.007 1.260 -0.537 0.057 -0.149
N 3.371 -0.401 -0.610 0.641 0.875 -0.138
N -1.890 2.615 -0.286 -0.335 -0.113 0.302
C -2.418 -1.981 0.046 0.137 0.107 0.120
C -0.523 -0.716 1.734 0.261 -0.142 0.047
C 0.441 2.897 0.046 0.267 0.030 -0.016
C -0.774 3.182 -0.789 -0.065 -0.172 0.297
C -3.152 2.606 -0.988 -0.195 -0.036 0.030
C -3.408 -2.561 -0.731 -0.095 -0.031 -0.046
C 2.632 -3.110 1.929 0.024 0.169 -0.495
C 1.559 2.701 2.172 0.070 -0.067 0.003
C 3.252 -0.985 0.706 0.020 -0.425 0.383
C 0.575 -2.322 -2.288 0.391 0.054 0.319
C -4.269 2.327 0.022 0.136 0.429 -0.458
C -4.567 -1.869 -1.021 0.017 -0.101 -0.074
C 2.686 2.200 1.538 0.079 0.083 0.190
C -3.775 0.003 0.261 0.163 -0.033 0.073
C 2.197 -0.584 -1.430 -0.375 -0.313 -0.360
C -4.751 -0.590 -0.520 0.094 0.218 0.167
C 1.591 2.447 -0.594 -0.182 0.217 -0.094
C 2.687 2.080 0.161 0.472 -0.336 -0.306
C -2.581 -0.693 0.533 -0.057 0.306 0.058
C 1.856 -2.077 -1.504 -0.020 0.293 -0.380
C 2.871 -2.465 0.571 0.305 0.171 0.297
C 0.431 3.019 1.432 0.022 -0.006 -0.132
H 1.847 -2.580 2.461 -0.097 0.066 0.110
H 0.082 -1.120 0.917 -0.041 0.020 0.065
H -1.831 1.977 0.499 0.205 0.027 -0.110
H 2.699 -2.604 -1.980 -0.079 0.065 0.050
H -3.151 1.823 -1.759 -0.015 0.159 0.026
H 1.329 -0.047 -1.011 -0.001 -0.114 -0.067
H 3.686 -2.984 0.042 -0.077 0.064 0.059
H -0.457 3.378 1.931 -0.094 0.032 0.043
H 2.427 -0.184 -2.417 -0.181 -0.077 -0.068
H 0.061 0.010 2.299 0.020 -0.075 -0.032
H -5.667 -0.056 -0.725 -0.090 0.078 0.011
H 1.632 2.384 -1.670 -0.091 -0.006 -0.145
H 2.324 -4.142 1.791 -0.012 -0.101 0.027
H -4.384 3.169 0.708 -0.032 -0.052 -0.112
H -3.293 3.572 -1.478 -0.085 -0.108 -0.002
H 0.709 -2.014 -3.320 -0.023 0.028 -0.148
H -3.263 -3.561 -1.111 0.011 -0.098 -0.033
H -5.216 2.163 -0.505 0.073 0.018 0.075
H -5.337 -2.322 -1.627 -0.070 -0.044 -0.055
H 3.545 -3.083 2.516 0.092 -0.012 0.121
H -0.250 -1.762 -1.854 -0.113 0.078 0.031
H 1.552 2.822 3.245 0.013 0.020 0.080
H 3.570 1.915 2.085 0.064 -0.016 0.141
H 0.327 -3.380 -2.259 -0.035 -0.105 -0.038
H 2.480 -0.471 1.302 0.020 -0.090 0.013
H -1.517 -2.537 0.255 0.134 -0.015 0.048
H 4.219 -0.872 1.195 -0.086 -0.124 0.151
H -0.826 -1.535 2.394 0.000 -0.002 -0.016

---

Record 2
71
Properties=species:S:1:pos:R:3:forces:R:3 method="wB97M-V/def2-TZVPD" gap_ev="7.87 / 6.76" lumo_energy_ha="-0.180 / -0.221" e_homo_ev="-12.77 / -12.77" charge=+2 spin_multiplicity=3 max_force_ev_per_a=0.09
Ni -0.603 0.758 0.160 0.024 -0.037 0.018
S -0.163 5.328 -0.212 -0.010 0.002 0.001
S -1.111 3.340 -2.197 0.000 -0.019 -0.024
P 1.760 0.033 0.125 -0.017 0.028 -0.036
O 2.270 4.291 2.780 0.037 0.048 -0.004
O -0.135 0.921 2.045 -0.064 -0.021 -0.051
N -0.216 2.698 0.201 -0.016 0.040 -0.051
N 0.396 3.063 1.400 0.009 -0.027 0.030
N 4.328 0.893 0.574 -0.022 0.008 0.003
N 3.670 -1.140 1.705 -0.029 0.023 0.006
N -2.458 0.359 -0.267 -0.071 -0.018 0.003
N -4.774 0.464 -0.081 -0.002 -0.003 -0.002
N 4.131 -1.180 -0.688 0.004 0.019 0.026
C 2.112 3.298 3.670 -0.010 -0.024 0.026
C 1.907 1.291 5.613 0.016 -0.002 0.023
C 2.927 3.324 4.804 -0.018 0.001 -0.019
C 4.199 -1.934 0.659 0.010 -0.002 -0.025
C 0.417 2.077 2.267 0.000 0.046 -0.002
C -1.590 5.065 -2.502 -0.008 0.008 0.011
C 2.222 -0.952 1.619 0.023 -0.028 0.029
C -3.407 1.258 1.774 -0.026 -0.027 0.015
C -6.600 -0.313 1.419 -0.008 -0.014 0.006
C 2.822 2.337 5.760 0.001 -0.010 0.000
C -4.989 -0.134 -1.403 -0.001 -0.021 0.013
C -0.462 3.665 -0.611 0.011 -0.016 0.037
C 4.878 0.159 -0.503 -0.004 -0.027 -0.008
C 1.202 2.237 3.498 0.037 0.004 0.024
C -0.523 5.946 -1.882 0.002 0.000 -0.023
C -4.890 0.889 -2.526 0.002 0.016 -0.012
C -3.558 0.659 0.408 0.028 0.027 0.028
C 4.391 0.129 1.821 0.011 -0.010 -0.007
C -5.999 0.846 0.644 0.010 0.018 -0.006
C 1.114 1.248 4.491 -0.003 0.009 -0.030
C 2.987 1.411 0.304 0.042 -0.001 0.012
C 2.711 -0.960 -1.128 0.036 -0.010 -0.003
H 3.622 4.146 4.913 0.000 0.002 0.000
H -6.832 -1.152 0.762 0.000 0.002 -0.001
H -5.061 0.408 -3.488 -0.001 0.000 0.001
H 4.617 -1.731 -1.396 -0.005 -0.002 -0.003
H 1.587 4.201 2.084 -0.004 -0.019 0.001
H -2.403 1.079 2.148 0.001 0.020 -0.012
H 2.732 -0.448 -2.091 -0.012 0.004 0.001
H 0.394 5.936 -2.469 0.002 -0.001 0.003
H 2.683 2.065 1.121 0.007 0.007 -0.005
H 2.994 2.016 -0.605 -0.010 0.002 0.000
H -2.658 0.026 -1.202 0.025 0.005 -0.009
H 5.916 -0.108 -0.307 0.002 0.002 -0.001
H 3.452 2.383 6.639 -0.002 0.000 0.002
H 2.248 -1.938 -1.270 -0.012 0.005 0.000
H -6.700 1.211 -0.107 -0.002 -0.006 -0.003
H -4.293 -0.965 -1.541 0.008 0.007 -0.004
H 0.396 0.450 4.356 -0.006 -0.001 0.007
H 3.957 0.718 2.629 0.001 0.002 0.001
H -3.574 2.336 1.725 0.007 0.003 -0.007
H -0.870 6.973 -1.783 0.000 -0.001 0.010
H 1.719 -1.921 1.600 -0.004 0.002 -0.002
H 5.436 -0.078 2.055 -0.001 0.000 0.003
H -5.783 1.690 1.293 -0.003 -0.011 0.003
H 5.255 -2.146 0.822 0.000 -0.004 0.002
H 1.867 -0.416 2.498 0.002 -0.004 0.000
H -3.911 1.372 -2.551 0.001 -0.008 0.004
H -2.568 5.243 -2.056 0.000 0.002 -0.001
H 1.817 0.532 6.377 0.000 0.001 0.002
H 4.801 0.699 -1.447 0.001 0.004 0.001
H -4.123 0.839 2.477 0.005 -0.003 0.002
H -5.920 -0.670 2.194 0.005 0.006 -0.002
H -5.980 -0.584 -1.387 -0.003 0.009 0.000
H -5.642 1.668 -2.401 -0.002 -0.004 0.001
H -1.653 5.204 -3.579 0.006 -0.001 -0.001
H -7.526 0.000 1.898 0.000 0.002 -0.001
H 3.644 -2.862 0.531 0.001 -0.003 0.002

---

Record 3
13
Properties=species:S:1:pos:R:3:forces:R:3 method="wB97M-V/def2-TZVPD" gap_ev="7.45 / 7.45" lumo_energy_ha="-0.191 / -0.191" e_homo_ev="-12.64 / -12.64" de_lowest_ev=0.0000 charge=+1 max_force_ev_per_a=3.90
S -0.587 2.630 1.702 -0.188 -0.399 -0.072
O 1.873 -0.008 2.480 1.010 0.201 2.748
N -0.897 -0.173 -0.942 1.633 -0.388 -0.529
N -1.527 1.425 1.387 1.128 0.477 -0.422
N 1.035 -1.251 -1.670 1.023 0.474 -0.790
N 0.873 -0.448 0.458 0.270 -0.242 0.097
C 0.390 -0.561 -0.720 -3.168 -1.072 -2.011
C 1.344 -0.282 1.525 0.276 0.720 -0.565
H 0.857 -0.973 -2.642 -0.132 -0.448 0.624
H -1.429 0.421 -0.341 0.471 0.479 1.276
H 1.987 -1.648 -1.521 -1.276 0.626 0.184
H -1.501 -0.697 -1.527 0.067 -0.552 -1.173
H -2.418 1.563 1.813 -1.113 0.124 0.634